[1]
C29H20Br2CrNO2P | the ωB97M-V functional and the def2-TZVPD basis

Values from the calculation:
M: 657.26 g/mol
ΔE to the lowest compared entry with this formula, charge and spin: 68.7 kJ/mol
2S+1: 5
E_HOMO (alpha / beta): -6.83 / -7.45 eV
energy: -7856.2143 hartree
⟨S²⟩: 6.066
LUMO (alpha / beta): -0.1 / -0.2 eV

```
56
Properties=species:S:1:pos:R:3:forces:R:3
Cr 1.041 0.910 -0.018 1.27 -0.08 0.29
C -0.933 2.270 -2.453 -0.01 0.02 -0.06
C 0.398 1.786 -2.936 0.04 -0.06 0.35
C 0.711 1.758 -4.305 0.16 0.02 -0.25
C 1.953 1.370 -4.729 -0.17 0.01 0.09
C 2.929 1.004 -3.781 -0.09 0.06 0.26
C 4.266 0.658 -4.071 0.26 -0.06 -0.08
Br 4.842 0.516 -5.877 -0.01 0.04 0.06
C 5.167 0.425 -3.068 -0.07 0.04 -0.25
C 4.768 0.477 -1.730 -0.24 -0.01 0.27
Br 6.045 0.193 -0.366 -0.07 -0.03 -0.10
C 3.448 0.716 -1.358 0.28 -0.05 0.05
O 3.011 0.705 -0.138 0.07 -0.33 -0.23
C 2.534 1.027 -2.424 0.22 0.09 -0.21
N 1.280 1.402 -2.024 -0.08 0.12 -0.94
H -1.544 2.629 -3.279 0.00 -0.04 -0.01
H -0.787 3.080 -1.739 0.00 -0.01 0.03
H -1.465 1.466 -1.944 -0.01 0.01 0.02
H -0.039 2.065 -5.020 -0.01 0.01 0.02
H 2.203 1.364 -5.781 -0.01 -0.02 -0.01
H 6.197 0.199 -3.305 -0.01 -0.02 0.00
O 0.285 3.294 0.471 -0.41 0.26 0.56
C -0.068 2.221 0.958 0.04 0.02 -0.71
C -0.893 2.029 2.159 -0.62 0.29 0.82
C -1.563 3.050 2.833 0.21 -0.13 -0.23
C -2.283 2.758 3.977 -0.09 -0.02 0.14
C -2.337 1.454 4.455 0.00 0.05 -0.02
C -1.685 0.427 3.784 -0.04 -0.17 -0.04
C -0.979 0.707 2.624 0.21 0.44 -0.11
P -0.004 -0.462 1.619 -0.82 -0.27 0.05
C -1.025 -0.642 0.089 -0.42 -0.58 0.15
C -0.509 -1.459 -0.928 0.07 0.16 0.21
C -1.257 -1.737 -2.060 -0.12 0.01 -0.13
C -2.550 -1.245 -2.178 0.08 -0.06 0.00
C -3.092 -0.483 -1.152 -0.06 0.06 0.03
C -2.343 -0.184 -0.026 0.15 0.06 -0.03
C -0.317 -2.085 2.404 0.22 0.09 -0.01
C -1.559 -2.710 2.287 0.07 -0.03 0.07
C -1.786 -3.925 2.910 -0.03 -0.01 0.00
C -0.778 -4.527 3.653 0.00 0.00 0.01
C 0.458 -3.912 3.770 0.05 -0.04 0.07
C 0.690 -2.695 3.147 -0.01 0.08 -0.05
H -1.482 4.059 2.448 -0.02 0.01 0.03
H -2.794 3.546 4.517 0.00 0.00 -0.02
H -2.891 1.236 5.360 0.01 -0.01 0.00
H -1.730 -0.587 4.163 -0.01 0.01 0.01
H 0.482 -1.889 -0.816 0.02 0.02 -0.04
H -0.839 -2.355 -2.845 0.02 0.01 0.01
H -3.139 -1.470 -3.058 0.01 0.00 0.00
H -4.110 -0.119 -1.228 0.01 0.00 0.00
H -2.773 0.413 0.769 -0.02 0.01 -0.01
H -2.347 -2.248 1.708 -0.02 0.01 -0.04
H -2.751 -4.407 2.815 0.00 0.01 0.00
H -0.958 -5.478 4.138 0.00 0.00 -0.01
H 1.243 -4.382 4.348 0.01 0.01 -0.02
H 1.658 -2.214 3.231 0.01 -0.02 0.01
```
Forces are in eV/Å.

=====

[2]
C19H14N6O2S | the ωB97M-V functional and the def2-TZVPD basis

Values from the calculation:
SMILES: CNC(=O)c1ccc(C(=O)Nc2cc3cc(-c4nncs4)ccc3cn2)cn1
M: 390.43 g/mol
E_HOMO: -8.27 eV
energy: -1609.6649 hartree
LUMO: -0.7 eV

```
42
Properties=species:S:1:pos:R:3:forces:R:3
C 2.311 -2.355 8.353 -0.41 0.56 -0.25
N 1.784 -2.019 7.035 -0.06 -0.61 -2.64
C 1.417 -0.758 6.633 0.37 -0.18 3.55
O 1.375 0.097 7.528 -0.08 0.16 -1.30
C 1.027 -0.428 5.233 0.01 -1.18 -1.11
C 0.491 0.797 4.945 -0.74 1.70 -0.19
C 0.105 1.126 3.631 1.08 -1.97 0.34
C 0.321 0.145 2.632 0.42 -0.60 0.53
C -0.022 0.382 1.209 -0.53 0.72 -1.77
O -0.535 1.438 0.877 0.05 -0.20 0.11
N 0.251 -0.607 0.253 -0.08 0.48 1.93
C 0.078 -0.594 -1.134 -0.79 0.98 -0.33
C -0.639 0.345 -1.886 0.29 -0.07 1.66
C -0.641 0.276 -3.288 0.10 0.11 1.36
C -1.301 1.227 -4.058 -0.84 0.56 -1.87
C -1.315 1.097 -5.468 0.13 -0.15 1.84
C -2.154 1.968 -6.283 -0.47 1.37 -0.03
N -2.738 3.009 -5.730 0.51 -0.49 -0.29
N -3.327 3.856 -6.608 0.22 -0.57 -0.94
C -3.193 3.437 -7.836 -0.41 -0.02 -0.18
S -2.384 1.909 -8.025 0.10 0.72 1.01
C -0.516 0.102 -6.021 0.66 -2.26 0.01
C 0.118 -0.869 -5.222 -0.44 0.96 -1.74
C 0.051 -0.794 -3.840 0.76 -1.48 -0.03
C 0.673 -1.791 -2.993 -0.13 1.40 1.35
N 0.709 -1.668 -1.653 0.12 -0.71 -3.11
C 0.908 -1.079 3.010 0.02 1.11 1.41
N 1.221 -1.347 4.275 0.33 -0.34 0.25
H 1.486 -2.605 9.020 0.09 0.06 0.19
H 2.961 -3.217 8.258 0.09 -0.11 -0.06
H 2.876 -1.514 8.774 -0.24 -0.18 -0.19
H 1.774 -2.752 6.305 0.13 0.80 0.76
H 0.364 1.530 5.758 0.12 -0.49 -0.48
H -0.254 2.106 3.428 -0.42 0.42 -0.44
H 0.726 -1.441 0.583 -0.19 0.25 -0.40
H -1.194 1.158 -1.420 0.37 -0.32 0.17
H -1.858 2.056 -3.602 0.26 -0.51 -0.12
H -3.598 3.973 -8.706 0.20 -0.30 0.58
H -0.465 -0.072 -7.096 -0.06 0.33 0.15
H 0.652 -1.679 -5.710 0.00 0.10 0.06
H 1.215 -2.605 -3.488 -0.26 0.11 0.48
H 1.242 -1.839 2.325 -0.28 -0.17 -0.29
```
Forces are in eV/Å.

=====

[3]
C31H45BN10O4PtSSe | the ωB97M-V functional and the def2-TZVPD basis

Values from the calculation:
M: 938.68 g/mol
ΔE to the lowest compared entry with this formula, charge and spin: 63.4 kJ/mol
2S+1: 3
E_HOMO (alpha / beta): -7.69 / -7.79 eV
energy: -5000.5078 hartree
⟨S²⟩: 2.007
LUMO (alpha / beta): -0.8 / -1.4 eV

```
94
Properties=species:S:1:pos:R:3:forces:R:3
Pt 0.594 -0.853 0.745 -0.09 -0.10 0.10
C -3.376 -1.129 3.384 0.12 -0.06 0.07
C -2.084 -1.813 3.836 -0.18 -0.08 -0.29
C -1.743 -3.022 2.967 0.00 0.09 0.16
C -0.906 -0.888 3.922 0.20 0.06 0.28
C -0.530 -0.167 5.067 0.06 0.14 -0.14
C 0.731 0.309 4.799 -0.29 -0.06 0.08
N 1.080 -0.094 3.567 0.07 0.53 0.60
N 0.073 -0.797 3.021 -0.17 -0.23 -0.55
B 2.534 -0.239 3.074 -0.51 -0.17 -0.24
N 2.712 -1.707 2.660 0.39 0.01 0.49
C 3.589 -2.622 3.089 0.00 -0.22 -0.13
C 3.398 -3.777 2.360 0.01 0.15 0.00
C 2.361 -3.481 1.468 0.19 -0.11 0.07
N 1.970 -2.232 1.686 -0.68 -0.14 -0.69
C 1.754 -4.387 0.441 -0.26 0.04 -0.02
C 1.046 -3.600 -0.662 0.07 -0.24 0.03
C 0.780 -5.360 1.115 0.19 0.01 -0.14
N 2.850 0.620 1.835 0.44 0.53 0.08
C 3.496 1.799 1.854 -0.01 0.07 -0.15
C 4.097 1.984 0.633 -0.16 -0.01 0.09
C 3.790 0.822 -0.102 -0.04 0.35 0.25
N 3.013 0.034 0.634 0.23 -0.40 -0.43
C 4.476 0.409 -1.372 -0.02 -0.26 -0.11
C 5.955 0.164 -1.032 -0.13 0.17 -0.11
C 3.893 -0.859 -1.983 0.02 0.21 -0.06
H -4.229 -1.768 3.600 -0.11 -0.09 0.01
H -3.362 -0.942 2.315 0.02 0.05 -0.10
H -3.519 -0.184 3.903 -0.05 0.10 0.02
H -2.250 -2.170 4.861 0.09 0.11 -0.08
H -1.523 -2.703 1.949 -0.05 -0.10 0.04
H -2.574 -3.723 2.945 -0.09 -0.07 -0.03
H -0.867 -3.527 3.375 0.06 -0.09 -0.04
H -1.104 -0.034 5.962 -0.09 -0.03 0.19
H 1.398 0.886 5.410 0.19 0.01 0.06
H 3.265 0.049 3.960 0.22 0.06 0.29
H 4.296 -2.404 3.864 0.08 0.15 0.17
H 3.937 -4.698 2.440 0.13 -0.22 0.04
H 2.574 -4.967 -0.002 -0.08 0.11 0.07
H 0.089 -3.210 -0.296 0.17 -0.06 -0.12
H 0.836 -4.241 -1.516 -0.01 -0.08 -0.06
H 1.683 -2.777 -0.986 -0.09 0.06 -0.15
H -0.035 -4.812 1.580 -0.09 0.08 0.08
H 1.287 -5.945 1.879 -0.01 -0.09 0.08
H 0.354 -6.035 0.377 -0.04 -0.14 -0.07
H 3.507 2.406 2.734 0.02 0.16 0.28
H 4.703 2.815 0.329 0.16 0.13 -0.06
H 4.417 1.227 -2.101 0.00 -0.04 0.10
H 6.037 -0.670 -0.340 0.00 -0.13 0.14
H 6.404 1.036 -0.567 0.10 0.09 0.06
H 6.520 -0.082 -1.928 0.05 -0.01 -0.12
H 3.723 -1.591 -1.200 -0.06 -0.20 0.10
H 4.584 -1.281 -2.708 0.08 -0.04 -0.10
H 2.958 -0.651 -2.488 0.01 -0.10 -0.02
C -4.984 3.092 -4.518 -0.18 -0.06 0.00
C -3.742 3.925 -4.724 0.20 0.04 0.73
S -3.068 4.419 -3.112 0.29 -0.22 0.24
O -2.053 5.423 -3.300 0.36 0.00 -0.37
O -4.140 4.737 -2.213 -0.40 -0.27 0.01
C -2.224 2.910 -2.494 -0.32 0.69 -0.54
C -0.768 2.954 -2.928 -0.14 0.68 -0.22
N -0.094 1.723 -2.580 0.05 -0.39 -0.01
C 0.441 1.404 -1.383 -0.08 0.07 -0.15
N 0.874 0.151 -1.371 0.07 0.00 -0.07
C 0.636 -0.368 -2.590 -0.58 0.40 -0.57
C 0.014 0.590 -3.366 0.77 -0.55 1.23
N -0.447 0.446 -4.681 -0.16 -0.24 -0.71
O -0.036 -0.525 -5.292 -0.19 0.22 0.02
O -1.235 1.275 -5.129 0.09 -0.19 0.02
C 0.515 2.291 -0.201 -0.01 0.04 0.07
H -5.529 2.987 -5.453 -0.01 -0.04 -0.05
H -5.622 3.578 -3.783 -0.14 -0.05 -0.04
H -4.736 2.098 -4.156 -0.03 -0.16 0.05
H -3.965 4.856 -5.239 0.15 0.16 0.04
H -2.951 3.389 -5.242 0.14 0.05 -0.12
H -2.743 2.058 -2.926 -0.03 -0.16 0.06
H -2.337 2.897 -1.412 -0.17 0.05 0.09
H -0.253 3.795 -2.460 -0.03 -0.15 -0.04
H -0.722 3.092 -4.011 0.21 -0.01 0.34
H 0.858 -1.386 -2.847 -0.01 -0.11 -0.09
H -0.236 3.074 -0.239 -0.04 0.09 0.10
H 0.356 1.664 0.686 -0.01 0.30 -0.10
H 1.510 2.733 -0.110 -0.01 0.03 -0.04
Se -1.722 -1.057 -0.255 -0.05 -0.39 -0.19
C -3.003 0.300 0.087 0.22 0.10 0.21
C -4.210 0.235 -0.609 0.20 -0.08 0.02
C -5.179 1.185 -0.347 0.03 -0.16 -0.16
N -5.016 2.172 0.519 -0.45 0.50 0.08
C -3.857 2.255 1.147 0.18 0.05 0.12
C -2.822 1.352 0.978 0.03 -0.06 -0.05
H -4.371 -0.554 -1.329 -0.12 -0.07 -0.04
H -6.137 1.162 -0.851 -0.06 -0.10 -0.10
H -3.755 3.091 1.826 0.09 0.07 0.14
H -1.910 1.454 1.550 0.07 -0.04 0.05
```
Forces are in eV/Å.

=====

[4]
C29H43F6N3O28S2 | the ωB97M-V functional and the def2-TZVPD basis

Values from the calculation:
SMILES: O=C1OC[C@@H](F)O1.O=C1OC[C@@H](F)O1.O=C1OC[C@@H](F)O1.O=C1OC[C@@H](F)O1.O=C1OC[C@@H](F)O1.O=C1OC[C@@H](F)O1.C[N+](=O)[O-].C[N+](=O)[O-].C[N+](=O)[O-].O=S1(=O)CCCC1.O=S1(=O)CCCC1
M: 1059.78 g/mol
ΔE to the lowest compared entry with this formula, charge and spin: 59.3 kJ/mol
E_HOMO: -10.59 eV
energy: -4797.1910 hartree
LUMO: -0.4 eV

```
111
Properties=species:S:1:pos:R:3:forces:R:3
O 3.008 3.033 1.161 -0.31 0.27 0.28
C 3.968 2.633 1.729 0.33 -0.19 -1.39
O 4.307 1.340 1.820 0.18 -0.58 0.81
C 5.387 1.230 2.787 -0.96 1.23 -0.14
C 6.043 2.591 2.586 0.33 -0.30 -0.44
F 6.906 2.537 1.520 0.03 0.11 0.36
O 4.967 3.419 2.219 -0.11 -0.07 0.59
H 4.921 1.265 3.775 0.18 -0.53 0.11
H 5.981 0.345 2.607 0.14 0.06 -0.11
H 6.540 3.022 3.453 0.13 -0.03 -0.11
O -0.251 -3.835 3.939 0.04 0.02 0.23
C -0.024 -4.074 2.800 -0.13 0.15 0.02
O -0.233 -5.240 2.192 -0.41 -0.26 -0.37
C 0.312 -5.170 0.866 0.70 -0.44 0.16
C 0.430 -3.690 0.622 -0.25 0.42 0.25
F -0.724 -3.192 0.041 0.18 -0.40 -0.13
O 0.457 -3.156 1.921 0.34 0.16 -0.17
H 1.280 -5.667 0.951 0.12 0.24 -0.41
H -0.279 -5.663 0.099 -0.39 -0.04 0.36
H 1.274 -3.332 0.040 0.05 -0.06 0.07
O 3.985 -3.531 -2.497 0.16 0.12 -0.15
C 3.291 -2.825 -3.148 -0.28 -0.58 0.67
O 1.968 -3.015 -3.311 -0.21 0.16 -0.06
C 1.424 -1.966 -4.113 -0.28 -0.44 -0.03
C 2.604 -1.028 -4.342 -0.28 -0.58 -0.40
F 2.492 0.169 -3.709 -0.11 0.13 0.11
O 3.697 -1.729 -3.819 0.18 0.53 -0.33
H 1.092 -2.378 -5.068 0.11 -0.13 0.02
H 0.550 -1.561 -3.605 0.29 0.36 0.20
H 2.736 -0.873 -5.412 0.35 0.45 0.14
O 1.157 1.130 4.196 0.25 0.09 -0.27
C 1.623 2.112 4.665 -0.48 -0.19 0.20
O 1.768 3.304 4.049 -0.10 -0.04 -0.35
C 2.424 4.195 4.923 0.85 0.86 0.81
C 2.210 3.544 6.280 -0.66 0.37 -0.26
F 0.992 4.001 6.767 0.24 -0.14 0.02
O 2.058 2.196 5.954 0.30 0.08 0.38
H 3.475 4.333 4.647 -0.01 -0.47 0.02
H 2.028 5.210 4.959 -0.59 -0.25 -0.41
H 2.932 3.728 7.070 0.23 -0.33 -0.15
O -3.719 -5.991 2.627 0.12 0.34 -0.02
C -3.604 -4.813 2.713 -0.22 -0.71 0.17
O -3.687 -4.104 3.860 -0.03 -0.02 0.21
C -3.268 -2.787 3.571 0.67 1.17 -0.91
C -3.613 -2.658 2.087 0.22 0.34 0.91
F -2.749 -1.805 1.451 -0.03 -0.38 -0.03
O -3.406 -3.985 1.654 -0.26 0.43 -0.45
H -3.714 -1.984 4.155 -0.43 -0.54 0.34
H -2.179 -2.688 3.656 -0.15 -0.18 0.18
H -4.614 -2.271 1.898 -0.06 -0.46 -0.33
O -2.507 3.749 -6.167 0.20 -0.11 0.17
C -2.421 2.731 -5.575 -0.23 0.25 -0.64
O -1.564 1.716 -5.832 0.19 0.10 0.02
C -2.052 0.572 -5.144 -0.27 -0.58 -0.26
C -2.783 1.188 -3.972 0.48 0.31 -0.29
F -1.884 1.524 -2.978 0.03 -0.01 0.03
O -3.250 2.381 -4.550 -0.29 -0.39 0.84
H -2.754 0.065 -5.814 -0.08 -0.07 0.21
H -1.261 -0.130 -4.896 0.19 0.31 0.18
H -3.559 0.598 -3.494 -0.28 0.18 -0.25
C 0.092 4.234 -3.605 -1.04 -0.10 -0.06
N 0.403 5.299 -4.581 0.80 -0.20 -0.20
O 0.857 6.345 -4.167 -0.18 0.03 0.02
O 0.197 5.018 -5.741 -0.01 0.23 -0.07
H -1.001 4.256 -3.579 0.08 -0.07 0.37
H 0.522 4.455 -2.637 0.11 0.03 -0.05
H 0.365 3.273 -4.029 0.31 0.07 0.01
C -1.265 5.555 1.736 -0.10 0.18 1.09
N -2.556 6.289 1.646 0.18 0.68 -0.67
O -2.492 7.428 1.223 -0.08 -0.09 0.05
O -3.572 5.729 1.979 -0.12 -0.33 0.13
H -1.051 5.041 0.808 -0.19 -0.07 -0.04
H -1.398 4.905 2.598 0.22 -0.36 -0.32
H -0.512 6.301 1.964 0.10 -0.02 -0.23
C 3.708 -1.989 2.199 0.75 0.12 0.86
N 4.199 -3.396 2.251 -0.46 -0.09 -0.03
O 3.368 -4.279 2.176 -0.12 -0.11 -0.02
O 5.390 -3.572 2.324 0.30 0.04 0.05
H 3.851 -1.680 1.169 -0.51 0.21 -0.01
H 4.370 -1.433 2.861 0.20 0.01 -0.25
H 2.725 -1.914 2.648 -0.32 -0.24 -0.68
O 1.855 -0.987 -0.295 -0.21 0.10 0.13
S 0.589 -0.321 -0.527 -0.55 0.91 -0.67
O -0.313 -0.901 -1.504 0.09 -0.04 0.17
C -0.266 0.047 1.035 0.07 0.47 -0.28
C -0.209 1.571 1.180 0.56 0.36 0.08
C -0.155 2.220 -0.207 -0.28 -0.45 -0.33
C 0.837 1.415 -1.032 0.48 -0.33 0.51
H 0.289 -0.487 1.801 -0.25 -0.05 0.16
H -1.317 -0.225 0.993 0.25 -0.61 -0.26
H -1.072 1.948 1.726 0.04 -0.13 0.19
H 0.698 1.841 1.723 -0.09 0.10 0.06
H 0.117 3.273 -0.161 0.18 -0.03 0.08
H -1.130 2.163 -0.699 -0.05 0.00 0.09
H 1.871 1.623 -0.753 -0.03 0.20 -0.10
H 0.687 1.487 -2.105 0.08 -0.17 -0.02
O -5.652 -2.930 -0.191 -0.25 0.05 -0.14
S -5.345 -3.097 -1.590 1.27 -0.21 -0.31
O -6.366 -3.360 -2.569 -0.17 0.13 0.19
C -4.314 -1.696 -2.159 -0.28 -0.34 -1.08
C -2.897 -2.249 -2.244 -0.04 -0.23 1.07
C -2.998 -3.701 -2.731 -1.00 0.17 -0.36
C -4.021 -4.336 -1.789 0.47 0.18 1.13
H -4.461 -0.812 -1.544 0.02 -0.14 0.22
H -4.641 -1.496 -3.185 -0.39 0.07 0.17
H -2.221 -1.624 -2.819 -0.05 0.02 -0.09
H -2.531 -2.259 -1.215 0.42 -0.02 -0.18
H -2.045 -4.221 -2.711 0.04 -0.01 0.01
H -3.421 -3.724 -3.741 0.32 -0.02 -0.15
H -3.522 -4.423 -0.818 -0.31 0.17 0.12
H -4.433 -5.325 -1.974 -0.17 0.17 -0.59
```
Forces are in eV/Å.

=====

[5]
C12H20FN2O2 | the ωB97M-V functional and the def2-TZVPD basis

Values from the calculation:
M: 243.30 g/mol
2S+1: 2
E_HOMO (alpha / beta): -8.99 / -9.89 eV
energy: -828.7531 hartree
⟨S²⟩: 0.755
LUMO (alpha / beta): 0.1 / -0.2 eV

```
37
Properties=species:S:1:pos:R:3:forces:R:3
C 0.232 -1.681 1.999 -0.18 -0.62 0.21
C 0.585 -1.552 0.368 -0.28 -3.16 0.73
C 1.112 -3.091 -0.038 -1.64 -0.25 -0.11
C -0.770 -1.328 -0.526 -0.66 -0.61 -0.01
C -1.261 0.226 -0.680 1.12 -0.51 1.65
C -1.948 0.629 0.792 -0.81 0.04 -0.85
C -3.022 1.889 0.660 -0.04 -0.52 1.89
F -2.433 3.126 0.100 -1.14 -2.65 0.83
N -2.425 0.412 -1.677 3.72 -2.40 -6.75
C -2.064 0.014 -2.937 -1.12 -4.07 -1.62
O -1.908 -0.672 -4.103 -1.19 5.98 9.16
C 0.065 1.110 -1.045 -0.38 1.28 0.25
C 1.401 0.792 -0.158 1.60 2.91 -0.62
C 2.671 1.410 -1.061 -0.62 1.17 0.07
C 1.424 1.726 1.229 0.56 0.49 -0.02
N 1.741 -0.648 0.062 -0.39 -0.42 -2.31
O 2.605 -1.153 -0.835 -1.74 1.08 2.12
H -0.940 -1.564 2.188 2.74 0.05 -0.33
H 0.479 -2.788 2.374 -0.41 2.46 -0.98
H 0.883 -0.973 2.665 -1.48 -1.17 -1.34
H 0.248 -3.805 0.371 1.95 1.42 -0.76
H 1.102 -3.252 -1.215 0.44 0.48 2.63
H 2.132 -3.367 0.467 -2.04 0.66 -1.11
H -1.651 -1.918 0.017 1.96 1.14 -1.16
H -0.598 -1.899 -1.546 -0.34 1.57 1.78
H -2.615 -0.305 1.120 1.30 2.08 -0.75
H -1.158 0.767 1.643 -1.41 0.03 -1.84
H -4.020 1.546 0.122 2.48 1.07 0.57
H -3.341 2.146 1.780 0.76 -0.31 -2.47
H 0.391 1.083 -2.177 -1.01 -0.43 2.12
H -0.215 2.250 -0.827 0.66 -2.49 -0.54
H 2.621 1.078 -2.190 0.32 0.39 2.48
H 2.538 2.593 -1.064 0.15 -2.44 0.05
H 3.705 1.201 -0.545 -2.15 0.15 -1.17
H 0.582 2.571 1.194 1.69 -2.15 0.20
H 2.450 2.336 1.265 -2.17 -1.51 -0.12
H 1.399 1.092 2.211 -0.25 1.24 -1.88
```
Forces are in eV/Å.